1.
{
  "formula": "C5H10NO5P",
  "method": "ωB97M-V with the def2-TZVPD basis set",
  "smiles": "COP(=O)(OC)/C(C)=C\\[N+](=O)[O-]",
  "gap_ha": 0.359,
  "elements": ["C", "O", "P", "O", "O", "C", "C", "C", "C", "N", "O", "O", "H", "H", "H", "H", "H", "H", "H", "H", "H", "H"],
  "coordinates": [[0.06630, -2.49350, 1.12413], [-0.40203, -1.13111, 0.90146], [-0.25014, -0.27791, -0.42897], [0.02107, -0.86310, -1.72679], [-1.65624, 0.44648, -0.38702], [-2.83725, -0.24522, -0.99455], [0.75754, 1.15029, 0.12564], [0.10109, 2.42576, 0.45081], [2.09301, 1.17775, 0.04766], [2.76060, 0.01061, -0.34949], [2.31639, -1.10927, -0.13254], [3.95020, 0.13466, -0.67935], [0.74210, -2.47918, 1.89100], [0.29450, -2.96241, 0.29205], [-0.87784, -2.90221, 1.40679], [-3.72035, 0.31309, -0.91341], [-3.19919, -1.13149, -0.50261], [-2.53598, -0.55684, -1.99188], [-0.60603, 2.69032, -0.23340], [-0.49742, 2.25076, 1.38407], [0.77005, 3.41636, 0.64286], [2.70960, 2.13615, 0.07353]],
  "mulliken_charge": [-0.908, -0.313, 1.026, -0.737, -0.299, -0.778, 0.793, -1.217, -0.654, 0.963, -0.530, -0.607, 0.264, 0.447, 0.352, 0.310, 0.298, 0.348, 0.349, 0.290, 0.303, 0.302]
}


2.
{
  "formula": "C5H10NP",
  "method": "ωB97M-V with the def2-TZVPD basis set",
  "gap_ha": [0.322, 0.301],
  "elements": ["C", "C", "C", "C", "C", "N", "P", "H", "H", "H", "H", "H", "H", "H", "H", "H", "H"],
  "coordinates": [[0.41698, 0.82872, 1.47659], [0.88234, -0.54891, 1.55493], [-0.16063, -1.38283, 0.80443], [-0.42361, -0.90870, -0.53527], [-0.39553, 1.23285, -1.58507], [-0.89719, 0.42828, -0.47842], [0.61937, 2.31667, 2.06270], [1.71068, -0.44859, 0.84412], [1.24500, -1.06705, 2.42442], [0.18146, -2.47259, 0.77983], [-1.07015, -1.31202, 1.42261], [0.45425, -1.05096, -1.12420], [-1.28916, -1.36213, -1.05321], [-1.07732, 1.31354, -2.45797], [-0.26241, 2.15823, -1.04259], [0.60665, 0.79850, -1.95720], [-0.15788, 2.88582, 0.91262]],
  "mulliken_charge": [0.120, -0.418, -0.635, -0.552, -0.564, -0.364, -0.207, 0.194, 0.396, 0.332, 0.296, 0.424, 0.317, 0.283, 0.146, 0.245, -0.014]
}


3.
{
  "formula": "C5H10NS",
  "method": "ωB97M-V with the def2-TZVPD basis set",
  "charge": 1,
  "gap_ha": 0.364,
  "elements": ["C", "C", "C", "C", "C", "N", "S", "H", "H", "H", "H", "H", "H", "H", "H", "H", "H"],
  "coordinates": [[-0.81431, -0.67905, 0.17627], [0.16676, 1.16312, -0.40527], [-0.14342, 0.43835, 0.97799], [0.91009, -0.15462, 1.86151], [-0.74560, -0.48087, -2.34854], [-0.46543, -0.01362, -1.02919], [-1.67124, -2.15195, 0.37756], [-0.46608, 2.02438, -0.45827], [1.22526, 1.11581, -0.56666], [-0.95224, 0.95890, 1.67737], [1.34730, -1.01933, 1.53410], [0.58100, -0.37771, 2.78421], [1.84178, 0.55747, 2.04741], [0.18422, -0.40172, -3.07923], [-1.35624, 0.23042, -2.80544], [-1.27671, -1.52653, -2.26903], [-2.05616, -1.92174, 1.64725]],
  "mulliken_charge": [-0.011, -0.655, 0.646, -1.597, -0.676, 0.098, -0.157, 0.319, 0.370, 0.316, 0.493, 0.482, 0.319, 0.284, 0.373, 0.173, 0.223]
}


4.
{
  "formula": "C5H10NS",
  "method": "ωB97M-V with the def2-TZVPD basis set",
  "charge": 1,
  "gap_ha": 0.306,
  "elements": ["C", "C", "C", "C", "C", "N", "S", "H", "H", "H", "H", "H", "H", "H", "H", "H", "H"],
  "coordinates": [[-0.92993, 0.13334, -0.86994], [1.48220, -0.52829, -0.38610], [1.48965, 0.06842, -1.79302], [-2.32437, 0.25779, -0.49632], [0.09651, 0.02863, 1.61943], [0.20391, -0.35348, 0.25281], [-0.24418, 0.21684, -2.36968], [1.68774, -1.60764, -0.43222], [2.26712, -0.05372, 0.21245], [1.91084, 1.07457, -1.82299], [2.02654, -0.55594, -2.50517], [-2.86224, 0.82792, -1.25470], [-2.44784, 0.73699, 0.47687], [-2.78994, -0.73339, -0.42203], [-0.94456, 0.15459, 1.90280], [0.64653, 0.95198, 1.83035], [0.51442, -0.77339, 2.23256]],
  "mulliken_charge": [0.647, -0.614, -0.491, -1.125, -0.927, 0.021, 0.014, 0.283, 0.343, 0.349, 0.420, 0.393, 0.351, 0.323, 0.327, 0.349, 0.340]
}


5.
{
  "formula": "C5H10O",
  "method": "ωB97M-V with the def2-TZVPD basis set",
  "smiles": "CC1C=C1.[H][H].C=O",
  "gap_ha": 0.376,
  "elements": ["C", "C", "C", "C", "H", "H", "H", "H", "H", "H", "H", "H", "C", "O", "H", "H"],
  "coordinates": [[-1.64325, -0.66745, -0.05188], [-1.16379, 0.55650, -0.81689], [-0.15501, 1.53148, -0.27936], [0.26002, 0.77530, -1.24449], [-1.98931, -1.44262, -0.74649], [-0.86200, -1.10326, 0.57838], [-2.49142, -0.40661, 0.59335], [-1.94094, 0.96753, -1.46991], [0.02740, 2.34577, 0.40534], [1.03770, 0.53414, -1.95366], [0.17909, 0.74924, 2.10429], [0.59052, 0.12948, 2.12379], [2.05904, -1.03358, 0.09914], [1.63497, -1.52429, 1.11504], [1.89583, -1.50536, -0.88903], [2.63989, -0.09190, 0.09156]],
  "mulliken_charge": [-1.079, 0.116, -0.607, -0.515, 0.318, 0.224, 0.290, 0.370, 0.417, 0.482, 0.065, -0.066, -0.176, -0.415, 0.277, 0.299]
}


6.
{
  "formula": "C5H10O",
  "method": "ωB97M-V with the def2-TZVPD basis set",
  "gap_ha": 0.328,
  "elements": ["C", "C", "C", "C", "C", "O", "H", "H", "H", "H", "H", "H", "H", "H", "H", "H"],
  "coordinates": [[-0.49258, -2.12414, 0.43054], [-0.11448, -1.45890, -0.89697], [-0.72175, -0.07419, -0.85675], [0.02099, 1.74440, 0.94351], [0.60006, 1.83757, -0.46369], [0.26752, 0.70166, -1.26466], [-1.57835, -2.15698, 0.54615], [-0.09109, -1.56773, 1.28791], [-0.08529, -3.13668, 0.48196], [-0.46417, -2.04928, -1.74651], [0.97762, -1.35053, -0.96851], [-0.06116, 0.70033, 1.26228], [0.68587, 2.25374, 1.64417], [-0.98106, 2.17005, 1.00692], [1.68872, 1.73922, -0.43622], [0.34915, 2.77147, -0.97013]],
  "mulliken_charge": [-1.085, -0.093, -0.427, -0.782, -0.190, -0.142, 0.285, 0.306, 0.352, 0.278, 0.227, 0.094, 0.348, 0.305, 0.252, 0.273]
}


7.
{
  "formula": "C5H10O",
  "method": "ωB97M-V with the def2-TZVPD basis set",
  "gap_ha": 0.398,
  "elements": ["C", "C", "C", "C", "C", "O", "H", "H", "H", "H", "H", "H", "H", "H", "H", "H"],
  "coordinates": [[2.10327, -0.12575, -0.30478], [1.02678, 0.58922, 0.49917], [-0.30726, 0.49258, -0.17208], [-1.04131, -0.83987, -0.19415], [-2.21357, 0.08559, 0.25240], [-1.33790, 1.15678, 0.58968], [1.87074, -1.19091, -0.43072], [2.20157, 0.31289, -1.30458], [3.07282, -0.05161, 0.19288], [0.93776, 0.16315, 1.50730], [1.25943, 1.65220, 0.61927], [-0.29545, 0.89266, -1.19419], [-0.68786, -1.55459, 0.58270], [-1.15394, -1.39377, -1.12622], [-2.53368, -0.56832, 1.03687], [-2.90140, 0.37974, -0.55355]],
  "mulliken_charge": [-1.113, -0.528, 0.299, -0.756, -0.417, -0.457, 0.304, 0.317, 0.342, 0.279, 0.291, 0.249, 0.266, 0.312, 0.307, 0.304]
}


8.
{
  "formula": "C5H10O",
  "method": "ωB97M-V with the def2-TZVPD basis set",
  "smiles": "CC(=O)C(C)C",
  "gap_ha": 0.385,
  "elements": ["C", "C", "O", "C", "C", "C", "H", "H", "H", "H", "H", "H", "H", "H", "H", "H"],
  "coordinates": [[-1.99112, -0.51025, -0.63894], [-0.68620, -0.94800, 0.01910], [-0.61575, -2.04869, 0.52808], [0.58879, -0.06811, -0.08031], [1.47822, -0.30536, 1.14473], [0.45650, 1.43982, -0.35570], [-2.31910, 0.51880, -0.44733], [-1.88986, -0.61943, -1.72708], [-2.75510, -1.20922, -0.29128], [1.11138, -0.47337, -0.95889], [1.51265, -1.37230, 1.36919], [1.09379, 0.22170, 2.02862], [2.49233, 0.06092, 0.95355], [0.06229, 1.97300, 0.51484], [-0.15461, 1.69785, -1.22825], [1.45724, 1.85411, -0.54346]],
  "mulliken_charge": [-1.232, 0.459, -0.571, 0.873, -1.374, -1.496, 0.346, 0.291, 0.368, 0.146, 0.349, 0.349, 0.376, 0.353, 0.370, 0.394]
}


Values for ΔE to the lowest compared entry with this formula, charge and spin, kJ/mol, ordered as above
406.7 405.9 272.9 188.2 455.1 358.1 163.2 15.7
Values for DFT total energy, eV, ordered as above
-26360.44727 -16120.70194 -17663.49391 -17664.37157 -7390.04815 -7391.05342 -7393.07424 -7394.60302